# 1
{
  "formula": "C20H12F5N6Pb",
  "method": "wB97M-V/def2-TZVPD",
  "gap_ev": [4.70, 4.83],
  "total_charge": 3,
  "max_force_ev_per_a": 6.6,
  "relative_energy_kcal_mol": 0.0,
  "e_tot_ha": -1788.9055,
  "homo_energy_ha": [-0.6699, -0.6695],
  "elements": ["Pb", "C", "C", "N", "C", "C", "N", "C", "C", "C", "C", "C", "N", "C", "C", "N", "C", "C", "N", "C", "C", "C", "N", "C", "C", "H", "H", "H", "H", "H", "H", "H", "H", "H", "H", "H", "H", "F", "C", "F", "C", "F", "F", "F"],
  "xyz": [[2.149726, -1.558589, -0.984661], [4.043366, 2.802861, -0.510200], [3.886055, 1.429277, -0.786721], [2.682206, 0.869305, -0.790987], [1.627990, 1.686729, -0.509903], [1.822724, 3.063227, -0.277495], [3.021731, 3.628845, -0.292908], [0.267254, 1.059784, -0.481480], [-0.926447, 1.767486, -0.681290], [-2.129798, 1.074739, -0.528249], [-2.112023, -0.253424, -0.100169], [-0.873825, -0.901816, 0.043770], [0.283367, -0.270808, -0.267618], [-0.711816, -2.268185, 0.587065], [-1.677052, -2.892773, 1.398038], [-1.505791, -4.112856, 1.902700], [-0.376450, -4.716249, 1.581044], [0.605582, -4.129759, 0.750233], [0.447092, -2.909674, 0.260941], [-3.417282, 1.755418, -0.745960], [-3.645171, 3.039459, -0.274698], [-4.880749, 3.646776, -0.528536], [-5.862299, 3.128394, -1.243552], [-5.612429, 1.900666, -1.693004], [-4.438031, 1.182438, -1.499317], [5.042669, 3.228510, -0.476368], [4.760996, 0.812947, -1.017310], [0.986009, 3.739895, -0.095706], [-0.899583, 2.825474, -0.947027], [-3.048431, -0.770618, 0.140442], [-2.636610, -2.411836, 1.605920], [-0.211623, -5.705855, 2.011686], [1.527188, -4.684867, 0.520473], [-2.891995, 3.594926, 0.308311], [-5.028409, 4.651199, -0.119203], [-6.397162, 1.438187, -2.280437], [-4.357744, 0.194214, -1.957920], [2.902617, -2.769006, 2.036734], [3.357480, -1.779327, 1.175792], [3.620382, -0.645228, 1.914617], [4.835051, -2.318348, 0.836370], [5.472543, -1.345786, 0.111081], [5.610268, -2.657452, 1.880941], [4.688425, -3.418296, 0.024561]],
  "forces_ev_per_a": [[-0.196, 0.009, -0.335], [0.135, 0.107, -0.070], [0.298, 0.301, -0.001], [-0.741, 0.800, 0.479], [0.063, 0.467, -0.418], [-0.540, -0.682, -0.324], [0.526, -0.829, 0.036], [0.436, 0.135, -0.486], [0.436, -0.280, 0.333], [0.481, -0.256, 0.291], [0.349, -0.376, 0.176], [-0.223, 0.365, -0.147], [-0.897, 0.349, 0.494], [-0.225, -0.789, -0.074], [0.116, 0.540, -0.745], [0.357, 0.257, -0.317], [0.376, -0.369, 0.142], [0.105, -0.546, 0.230], [-0.874, 0.278, 0.518], [-0.473, 0.502, -0.482], [-0.072, 0.076, 0.058], [-0.710, 3.097, 0.954], [4.544, -2.718, 0.957], [-2.656, -0.643, -1.577], [-0.001, 0.160, 0.276], [-0.115, -0.024, -0.087], [-0.369, 0.190, 0.113], [0.134, -0.290, 0.044], [-0.025, -0.378, 0.047], [0.491, 0.179, -0.160], [0.398, -0.045, 0.100], [0.015, 0.213, -0.226], [-0.479, 0.314, 0.037], [-0.704, -0.224, -0.290], [-0.095, -0.143, -0.069], [-0.143, -0.083, -0.111], [-0.167, 0.379, 0.109], [-0.335, 2.160, -1.893], [3.494, -0.989, 5.553], [-1.634, -1.570, -1.683], [1.862, -0.815, -1.947], [-0.925, -1.023, 0.848], [-1.951, 0.839, -1.356], [-0.066, 1.354, 1.004]]
}

# 2
{
  "formula": "C34H51BBr2GeHgN9OSi3",
  "method": "wB97M-V/def2-TZVPD",
  "gap_ev": [6.67, 5.91],
  "multiplicity": 2,
  "max_force_ev_per_a": 0.7,
  "relative_energy_kcal_mol": 4.6,
  "e_tot_ha": -10166.1314,
  "homo_energy_ha": [-0.2461, -0.2795],
  "elements": ["Hg", "C", "C", "C", "C", "N", "N", "B", "N", "C", "C", "C", "C", "N", "N", "C", "C", "C", "C", "N", "N", "C", "C", "C", "C", "N", "H", "H", "H", "H", "H", "H", "H", "H", "H", "H", "H", "H", "H", "H", "H", "H", "H", "H", "H", "H", "Br", "C", "C", "C", "Br", "C", "C", "C", "C", "N", "C", "C", "O", "H", "H", "H", "H", "C", "Si", "C", "C", "Ge", "Si", "C", "C", "C", "Si", "C", "C", "C", "H", "H", "H", "H", "H", "H", "H", "H", "H", "H", "H", "H", "H", "H", "H", "H", "H", "H", "H", "H", "H", "H", "H", "H", "H", "H", "H"],
  "xyz": [[-0.056327, -0.335041, 0.536590], [-2.530650, 1.280730, -1.789664], [-2.844877, 1.513464, -0.350853], [-3.808580, 2.365065, 0.219342], [-3.631739, 2.237091, 1.577600], [-2.634740, 1.354428, 1.791997], [-2.167288, 0.904705, 0.610173], [-1.975299, 1.004371, 3.145842], [-0.505476, 1.509958, 3.154449], [0.225069, 1.863584, 4.225411], [1.466297, 2.269408, 3.791002], [1.421330, 2.109945, 2.398244], [2.476946, 2.425509, 1.400499], [0.232428, 1.640694, 2.026135], [-1.947736, -0.517152, 3.381949], [-2.351350, -1.223842, 4.451113], [-2.079344, -2.551181, 4.214390], [-1.490787, -2.571404, 2.942121], [-1.059111, -3.755232, 2.154810], [-1.395334, -1.337708, 2.457495], [-2.765924, 1.728032, 4.231939], [-2.603034, 3.002800, 4.665303], [-3.698747, 3.337118, 5.416428], [-4.518056, 2.185854, 5.381680], [-5.857249, 1.978657, 6.010332], [-3.954991, 1.234062, 4.659100], [-3.400263, 0.898846, -2.326303], [-2.225089, 2.211602, -2.269388], [-1.714054, 0.564361, -1.883132], [-4.512363, 2.993799, -0.298148], [-4.159180, 2.706321, 2.390866], [-0.183222, 1.812307, 5.220858], [2.286092, 2.626594, 4.390233], [2.652319, 3.501514, 1.352168], [3.415005, 1.948906, 1.673253], [2.176990, 2.081927, 0.410668], [-2.839099, -0.743452, 5.280037], [-2.279891, -3.390995, 4.857182], [-0.322366, -4.340642, 2.701901], [-1.907839, -4.407039, 1.939646], [-0.626847, -3.425698, 1.212100], [-1.733845, 3.581115, 4.401268], [-3.891392, 4.269048, 5.920262], [-5.832637, 2.217807, 7.073887], [-6.605995, 2.619057, 5.541449], [-6.164876, 0.942138, 5.887272], [-0.381358, 0.528720, -5.079003], [1.139131, 1.002491, -4.059958], [1.833712, 2.164249, -4.415848], [2.939749, 2.541461, -3.719346], [3.853951, 4.124417, -4.235202], [3.393894, 1.778763, -2.621542], [4.535749, 2.100157, -1.856440], [4.891004, 1.305055, -0.810219], [4.106687, 0.176762, -0.519004], [3.056742, -0.171244, -1.219110], [2.673798, 0.607079, -2.258157], [1.507389, 0.189076, -2.999788], [0.810467, -0.893354, -2.743440], [1.484970, 2.754318, -5.251352], [5.112394, 2.979820, -2.106265], [5.757443, 1.532345, -0.203811], [4.360033, -0.455400, 0.324439], [-1.409971, -4.805796, -2.192373], [-1.489239, -2.947932, -1.872368], [-2.190302, -2.061374, -3.359796], [-2.620627, -2.675878, -0.393030], [0.854467, -2.318387, -1.389447], [2.485999, -3.361187, 0.206101], [2.526584, -2.603641, 1.936620], [4.245697, -3.459030, -0.454584], [1.816955, -5.124705, 0.284775], [1.839118, -3.548509, -3.424903], [0.717378, -3.276269, -4.906404], [2.108708, -5.407256, -3.233857], [3.517120, -2.769776, -3.793633], [-2.419845, -5.219413, -2.261991], [-0.895635, -5.312577, -1.371903], [-0.884974, -5.046285, -3.117187], [-3.141074, -2.524207, -3.638758], [-1.523393, -2.101206, -4.218165], [-2.375457, -1.013048, -3.139566], [-3.657522, -2.592192, -0.730480], [-2.386174, -1.769703, 0.165282], [-2.562726, -3.515504, 0.300431], [1.793824, -1.806308, 2.068101], [3.510399, -2.187613, 2.164171], [2.309384, -3.369191, 2.681938], [4.949062, -3.510640, 0.380566], [4.511586, -2.602338, -1.064704], [4.379518, -4.354619, -1.062733], [0.744440, -5.149497, 0.460971], [2.302956, -5.673058, 1.096928], [2.010101, -5.658325, -0.643040], [-0.137664, -3.954511, -4.896801], [1.272251, -3.447079, -5.833030], [0.343599, -2.253283, -4.928712], [1.236344, -5.923360, -2.831422], [2.965744, -5.625110, -2.595521], [2.319792, -5.830158, -4.220740], [3.532429, -1.704638, -3.570330], [3.758495, -2.888277, -4.853744], [4.304312, -3.250576, -3.217109]],
  "forces_ev_per_a": [[-0.230, -0.076, -0.198], [-0.022, 0.040, 0.099], [-0.181, 0.057, 0.060], [0.118, -0.003, -0.054], [-0.017, -0.029, -0.126], [0.021, 0.004, 0.077], [0.209, -0.076, -0.249], [-0.044, -0.039, -0.154], [-0.064, 0.102, 0.137], [0.026, -0.036, -0.022], [0.026, -0.027, -0.034], [0.003, -0.017, 0.152], [-0.045, 0.012, -0.079], [0.116, 0.006, 0.073], [-0.076, 0.074, 0.165], [-0.049, -0.062, -0.020], [0.039, -0.034, -0.055], [-0.033, 0.019, 0.122], [0.248, -0.043, 0.126], [-0.004, 0.020, 0.119], [0.174, 0.001, 0.094], [-0.026, 0.004, -0.018], [-0.069, -0.012, 0.016], [-0.007, 0.054, -0.043], [0.055, 0.008, -0.024], [-0.048, 0.003, 0.009], [0.021, -0.012, -0.019], [0.019, -0.021, -0.036], [0.039, 0.018, -0.045], [-0.035, -0.007, 0.027], [0.048, -0.029, 0.059], [-0.033, 0.004, -0.007], [0.003, 0.019, -0.005], [0.001, -0.002, -0.022], [0.109, -0.035, -0.025], [0.027, 0.000, -0.022], [0.016, 0.017, -0.027], [-0.038, 0.006, 0.002], [0.100, -0.056, 0.031], [0.080, -0.024, 0.045], [0.104, -0.068, -0.023], [-0.009, 0.000, -0.017], [0.021, 0.009, 0.000], [-0.019, -0.011, 0.007], [-0.021, -0.003, 0.024], [-0.009, -0.001, 0.007], [0.033, 0.139, -0.037], [-0.116, -0.144, 0.075], [0.034, 0.056, -0.066], [0.040, 0.155, -0.010], [-0.039, -0.046, -0.005], [-0.104, -0.132, 0.022], [-0.004, 0.014, 0.022], [0.106, 0.041, 0.083], [-0.109, -0.127, -0.145], [-0.019, -0.145, 0.151], [-0.049, -0.012, -0.094], [0.061, 0.166, -0.052], [0.305, 0.002, 0.606], [-0.011, -0.014, -0.005], [-0.008, -0.006, -0.021], [-0.006, -0.007, 0.006], [0.034, -0.085, 0.035], [-0.026, 0.089, 0.009], [0.055, -0.303, 0.394], [0.183, 0.030, -0.036], [-0.069, -0.015, -0.196], [0.126, -0.037, -0.682], [-0.220, 0.144, -0.057], [-0.091, 0.105, -0.171], [-0.129, 0.014, -0.031], [-0.010, 0.165, 0.006], [-0.007, 0.055, 0.192], [-0.047, 0.030, 0.044], [-0.008, 0.069, -0.028], [-0.137, 0.002, -0.036], [-0.008, 0.016, 0.015], [-0.021, -0.032, -0.005], [-0.024, -0.002, 0.021], [-0.009, -0.066, 0.089], [-0.102, -0.019, 0.056], [-0.018, -0.009, -0.013], [0.002, -0.015, -0.071], [-0.100, 0.001, -0.013], [-0.130, 0.136, -0.225], [-0.032, 0.008, 0.018], [0.007, -0.005, -0.044], [0.000, -0.071, 0.040], [-0.052, -0.032, 0.029], [0.043, 0.159, -0.042], [-0.008, -0.010, -0.011], [-0.117, -0.033, 0.087], [0.016, 0.050, 0.012], [0.019, -0.001, -0.014], [0.006, 0.018, -0.035], [0.059, -0.068, 0.039], [0.095, -0.023, -0.043], [0.022, -0.009, -0.013], [0.009, -0.020, 0.002], [0.004, 0.015, -0.009], [0.022, 0.092, 0.007], [-0.046, -0.032, -0.003], [0.050, -0.003, 0.027]]
}

# 3
{
  "formula": "C6H17NO",
  "method": "wB97M-V/def2-TZVPD",
  "gap_ev": 10.55,
  "smiles": "CCC[C@H](C)NC.O",
  "max_force_ev_per_a": 2.0,
  "relative_energy_kcal_mol": 15.9,
  "e_tot_ha": -368.7755,
  "homo_energy_ha": -0.3550,
  "elements": ["C", "N", "C", "C", "C", "C", "C", "H", "H", "H", "H", "H", "H", "H", "H", "H", "H", "H", "H", "H", "H", "H", "H", "H", "O"],
  "xyz": [[-1.279559, 1.421967, -1.239060], [-0.907841, 0.163026, -0.539760], [-0.320352, 0.510827, 0.765411], [0.246266, -0.757653, 1.379186], [1.080688, -1.719514, 0.524814], [2.268401, -0.996962, -0.127547], [-1.176034, 1.360467, 1.739185], [-0.507520, 2.162746, -1.035928], [-2.195810, 1.856071, -0.838739], [-1.329556, 1.250093, -2.307805], [-1.688220, -0.437563, -0.291910], [0.596758, 1.087964, 0.601724], [0.870729, -0.555498, 2.259634], [-0.582019, -1.335929, 1.825161], [1.543454, -2.473182, 1.162810], [0.428849, -2.164992, -0.226430], [1.923943, -0.152170, -0.718191], [2.842267, -1.599380, -0.838993], [2.980585, -0.749514, 0.665280], [-0.868792, 1.366622, 2.783135], [-2.208543, 0.993048, 1.782697], [-1.177300, 2.355869, 1.299112], [-0.103406, -0.119435, -3.504844], [-0.400341, -0.542903, -2.138871], [-0.036648, -0.924005, -2.980072]],
  "forces_ev_per_a": [[-0.263, -0.518, 0.693], [0.081, 1.442, 0.858], [1.813, -0.569, 0.650], [-0.362, -1.322, 1.503], [0.300, 0.769, -0.689], [-0.002, -0.409, -0.201], [-0.521, -0.603, -0.990], [0.216, -0.130, -0.165], [-0.252, -0.005, -0.336], [-0.332, 0.159, -0.126], [-0.425, 0.201, -0.554], [-0.252, 0.329, -0.537], [-0.157, 0.603, -0.086], [-0.018, -0.015, -0.187], [-0.566, -0.293, 0.068], [0.229, -0.263, -0.046], [0.173, 0.355, 0.226], [-0.302, -0.297, 0.141], [-0.100, 0.562, -0.160], [0.599, 0.078, -0.191], [0.001, 0.021, -0.239], [-0.257, 0.267, 0.516], [0.292, -0.265, -0.634], [0.660, -1.000, 0.021], [-0.557, 0.903, 0.463]]
}

# 4
{
  "formula": "C22H21N3O2",
  "method": "wB97M-V/def2-TZVPD",
  "gap_ev": 2.88,
  "max_force_ev_per_a": 2.2,
  "relative_energy_kcal_mol": 70.1,
  "e_tot_ha": -1165.6342,
  "homo_energy_ha": -0.2109,
  "elements": ["C", "C", "C", "N", "C", "O", "N", "C", "O", "H", "H", "H", "H", "H", "C", "N", "C", "C", "C", "C", "C", "C", "C", "C", "C", "C", "C", "C", "C", "C", "C", "C", "H", "H", "H", "H", "H", "H", "H", "H", "H", "H", "H", "H", "H", "H", "H", "H"],
  "xyz": [[1.445675, 1.952552, -1.618378], [0.817829, 1.724513, -0.295167], [-0.543287, 1.518425, -0.116315], [-1.182422, 1.339370, 1.021331], [-0.454567, 1.299047, 2.199682], [-0.915994, 1.118178, 3.314867], [0.921388, 1.489641, 2.046445], [1.651388, 1.703868, 0.894211], [2.873499, 1.848517, 0.962185], [2.521770, 2.084204, -1.479065], [1.274670, 1.106939, -2.299404], [1.038027, 2.844965, -2.114251], [-1.196138, 1.506075, -1.003715], [1.444283, 1.469338, 2.907898], [-5.077254, 6.865764, 2.060737], [-5.299231, 5.767029, 1.140181], [-4.305087, 4.996978, 0.619713], [-4.863021, 4.024391, -0.253442], [-4.139923, 3.110353, -1.018276], [-4.714844, 2.074380, -1.829100], [-5.759820, 1.229360, -1.357546], [-6.376632, 0.319340, -2.205584], [-5.969853, 0.202401, -3.540326], [-6.683375, -0.747435, -4.449342], [-4.898366, 0.980092, -4.004652], [-4.260143, 1.875913, -3.161978], [-6.316461, 4.266135, -0.239437], [-7.392055, 3.735475, -0.932279], [-8.689868, 4.197158, -0.658477], [-8.904660, 5.232887, 0.263941], [-7.816403, 5.841923, 0.920285], [-6.546324, 5.342619, 0.654121], [-6.040666, 7.307329, 2.320121], [-4.576419, 6.517702, 2.974149], [-4.433639, 7.636098, 1.613878], [-3.256662, 5.154749, 0.863868], [-3.056044, 3.260924, -1.058034], [-6.104931, 1.335266, -0.325516], [-7.209360, -0.291333, -1.845901], [-6.223616, -0.752378, -5.440831], [-6.663740, -1.770117, -4.054540], [-7.740488, -0.477518, -4.564743], [-4.575318, 0.870141, -5.043318], [-3.424028, 2.486182, -3.513757], [-7.220631, 2.963662, -1.679095], [-9.533507, 3.737705, -1.175879], [-9.922733, 5.570175, 0.461702], [-7.938836, 6.667557, 1.618690]],
  "forces_ev_per_a": [[0.054, 0.002, -0.570], [-0.404, -0.138, 0.687], [1.227, 0.328, -0.285], [-0.866, -0.199, 1.421], [0.018, 0.195, -1.664], [-0.240, 0.024, 0.341], [-0.130, -0.064, 0.640], [-0.521, -0.021, -0.579], [-0.027, 0.052, -0.135], [-0.121, 0.000, -0.139], [0.166, 0.111, 0.035], [0.184, -0.051, 0.010], [0.243, 0.017, 0.025], [0.125, -0.025, 0.020], [0.267, 0.427, 0.460], [1.825, -1.144, -0.607], [-1.299, 0.807, 0.289], [-0.102, -0.690, -0.490], [0.038, 1.110, 0.682], [-0.520, -1.175, -0.708], [0.133, 0.461, -0.112], [0.241, 0.257, 0.180], [0.143, 0.204, 0.106], [-0.078, -0.238, -0.288], [-0.153, -0.099, 0.074], [0.130, 0.337, 0.708], [-0.031, 0.543, 0.538], [-0.649, -0.040, -0.123], [0.532, 0.112, 0.044], [0.554, 0.057, 0.141], [-0.184, -0.247, -0.203], [-0.228, -0.637, -0.618], [0.253, -0.054, -0.008], [-0.279, -0.035, -0.247], [-0.304, -0.251, -0.041], [-0.288, -0.025, 0.058], [-0.198, -0.174, 0.026], [0.202, -0.098, -0.328], [0.356, 0.158, -0.037], [-0.107, -0.053, 0.112], [0.059, 0.183, -0.038], [0.194, 0.035, 0.048], [-0.049, 0.071, 0.387], [-0.255, -0.258, 0.002], [-0.284, 0.246, 0.247], [0.239, 0.221, 0.156], [0.349, -0.039, -0.013], [-0.215, -0.204, -0.204]]
}